Entry 1:
The following is a quantum chemistry calculation of a single C3H2N2S molecule in a non-equilibrium geometry, from OMol25.

Structure (ORCA input):
```
! RIJCOSX wB97M-V def2-TZVPD def2/J DEFGRID3
* xyz 0 1
C -0.33 -0.04 0.00
C 0.61 1.13 0.00
C 1.69 -0.69 0.00
H 0.29 2.18 0.00
H 2.61 -1.31 0.00
N 1.83 0.74 0.00
N 0.50 -1.19 0.00
S -1.94 -0.01 0.00
*
```

Computed properties:
Calculated total energy = -16957.1517 eV
Energy relative to the best compared isomer or geometry (same formula, charge and spin) = 0.2521 eV
Kohn-Sham gap = 7.44 eV
Lowest unoccupied orbital energy = -2.2 eV

Partial charges, Löwdin, in e: C -0.85; C -0.16; C -0.17; H 0.11; H 0.13; N 0.09; N 0.05; S 0.81

***

Entry 2:
The following is a quantum chemistry calculation of 2 unconnected molecules or ions with the total composition C3H2N3OS in a non-equilibrium geometry, from OMol25.

Structure (ORCA input):
```
! RIJCOSX wB97M-V def2-TZVPD def2/J DEFGRID3
* xyz -1 1
C 1.28 -0.82 0.30
C 1.04 0.44 -1.38
C -2.74 -0.36 0.08
N 1.18 -0.82 -1.02
N 1.19 0.37 0.90
N 1.06 1.17 -0.19
O -3.23 -1.41 -0.01
S -2.07 0.98 0.41
H 1.29 -1.79 0.83
H 1.01 2.23 0.07
*
```

Computed properties:
Calculated total energy = -20495.7865 eV
Energy relative to the best compared isomer or geometry (same formula, charge and spin) = 1.5619 eV
Kohn-Sham gap = 5.98 eV
Lowest unoccupied orbital energy = 3.1 eV

Partial charges, Löwdin, in e: C -0.41; C -0.39; C -0.88; N -0.09; N -0.08; N -0.20; O 0.07; S 0.79; H 0.07; H 0.13

***

Entry 3:
The following is a quantum chemistry calculation of 2 unconnected molecules or ions with the total composition C3H2N4 in a non-equilibrium geometry, from OMol25.

Structure (ORCA input):
```
! RIJCOSX wB97M-V def2-TZVPD def2/J DEFGRID3
* xyz 0 1
N -1.93 2.20 -0.28
C -1.00 1.53 -0.49
C 0.16 0.81 -0.86
C 0.88 -0.03 -0.14
N 1.61 -0.87 0.34
N -1.52 -2.52 1.49
N -1.44 -1.56 0.97
H 0.64 1.06 -1.80
H 2.44 -0.53 0.83
*
```

Computed properties:
Calculated total energy = -9102.7935 eV
Energy relative to the best compared isomer or geometry (same formula, charge and spin) = 0.0981 eV
Kohn-Sham gap = 10.25 eV
Lowest unoccupied orbital energy = 0.5 eV

Partial charges, Löwdin, in e: N 0.14; C -0.26; C -0.12; C -0.20; N 0.17; N 0.04; N 0.03; H 0.11; H 0.09

***

Entry 4:
The following is a quantum chemistry calculation of a single C3H2N4 molecule in a non-equilibrium geometry, from OMol25.

Structure (ORCA input):
```
! RIJCOSX wB97M-V def2-TZVPD def2/J DEFGRID3
* xyz 0 1
N -1.86 2.22 -0.87
C -1.25 1.26 -0.64
C -0.46 0.13 -0.31
C 0.71 0.14 0.57
N 1.35 -0.93 0.79
N -0.83 -2.13 -1.12
N -0.74 -1.06 -0.81
H 0.95 1.13 0.98
H 2.13 -0.77 1.42
*
```

Computed properties:
Calculated total energy = -9101.2799 eV
Energy relative to the best compared isomer or geometry (same formula, charge and spin) = 1.6117 eV
Kohn-Sham gap = 9.16 eV
Lowest unoccupied orbital energy = -0.2 eV

Partial charges, Löwdin, in e: N 0.14; C -0.20; C -0.27; C -0.22; N 0.08; N 0.31; N -0.02; H 0.12; H 0.05

***

Entry 5:
The following is a quantum chemistry calculation of 2 unconnected molecules or ions with the total composition C3H2N4 in a non-equilibrium geometry, from OMol25.

Structure (ORCA input):
```
! RIJCOSX wB97M-V def2-TZVPD def2/J DEFGRID3
* xyz 0 1
C 0.42 0.91 1.77
C 0.02 0.86 0.63
C -0.52 0.88 -0.65
N 0.24 1.08 -1.63
N 1.00 1.17 -2.42
N -0.25 -3.75 0.66
N -0.26 -2.82 0.08
H 0.86 1.15 2.64
H -1.53 0.52 -1.09
*
```

Computed properties:
Calculated total energy = -9100.3829 eV
Energy relative to the best compared isomer or geometry (same formula, charge and spin) = 2.5087 eV
Kohn-Sham gap = 9.06 eV
Lowest unoccupied orbital energy = 0.7 eV

Partial charges, Löwdin, in e: C 0.12; C -0.16; C -0.22; N -0.14; N 0.24; N 0.01; N 0.01; H -0.02; H 0.15

***

Entry 6:
The following is a quantum chemistry calculation of a single C3H2N4O molecule in a non-equilibrium geometry, from OMol25.

Structure (ORCA input):
```
! RIJCOSX wB97M-V def2-TZVPD def2/J DEFGRID3
* xyz 0 1
C -1.07 -0.01 0.30
C -0.67 0.83 -0.83
C 0.74 -1.15 0.56
H -1.65 1.19 -1.35
H 1.45 -2.00 1.14
N 0.41 1.17 -1.35
N 1.64 0.95 -0.41
N 1.74 0.03 0.43
N -0.51 -1.23 0.44
O -2.08 0.22 1.06
*
```

Computed properties:
Calculated total energy = -11145.7799 eV
Energy relative to the best compared isomer or geometry (same formula, charge and spin) = 3.4922 eV
Kohn-Sham gap = 8.67 eV
Lowest unoccupied orbital energy = -1.3 eV

Partial charges, Löwdin, in e: C -0.45; C -0.13; C -0.11; H 0.16; H 0.17; N 0.09; N 0.02; N 0.02; N 0.15; O 0.07

***

Entry 7:
The following is a quantum chemistry calculation of a single C3H2N4O molecule in a non-equilibrium geometry, from OMol25.

Structure (ORCA input):
```
! RIJCOSX wB97M-V def2-TZVPD def2/J DEFGRID3
* xyz 0 1
C 1.08 -0.15 0.05
C 0.33 -0.75 1.27
C -1.04 0.72 -0.89
H 0.81 -1.19 2.18
H -1.26 1.67 -1.56
N -0.95 -0.42 1.39
N -1.26 0.58 0.43
N -0.40 -0.17 -1.71
N 0.60 -0.78 -1.16
O 2.09 0.46 -0.01
*
```

Computed properties:
Calculated total energy = -11145.9296 eV
Energy relative to the best compared isomer or geometry (same formula, charge and spin) = 3.3426 eV
Kohn-Sham gap = 8.77 eV
Lowest unoccupied orbital energy = -1.4 eV

Partial charges, Löwdin, in e: C -0.50; C -0.02; C -0.21; H 0.13; H 0.16; N 0.06; N 0.03; N 0.05; N 0.14; O 0.16

***

Entry 8:
The following is a quantum chemistry calculation of a molecular structure, C3H2N4O in a non-equilibrium geometry, from OMol25.

Structure (ORCA input):
```
! RIJCOSX wB97M-V def2-TZVPD def2/J DEFGRID3
* xyz 0 1
C -1.28 -0.28 0.08
C -0.26 1.31 -0.29
C 0.92 -1.19 -0.24
H 0.13 2.28 -0.55
H 1.61 -2.00 -0.36
N -1.34 0.87 -0.42
N 0.98 1.00 0.57
N 1.49 -0.14 0.79
N -0.35 -1.23 -0.70
O -1.90 -0.63 1.13
*
```

Computed properties:
Calculated total energy = -11145.6343 eV
Energy relative to the best compared isomer or geometry (same formula, charge and spin) = 3.6378 eV
Kohn-Sham gap = 8.45 eV
Lowest unoccupied orbital energy = -1.6 eV

Partial charges, Löwdin, in e: C -0.54; C -0.16; C -0.08; H 0.11; H 0.09; N 0.21; N 0.06; N 0.06; N 0.17; O 0.09